1.
# C3H7N3S

The molecule C3H7N3S at a distorted geometry (wB97M-V/def2-TZVPD, OMol25).

Properties
- F_max: 0.160 Eh/bohr
- SMILES string: [H]/N=C(/N)CSN=C
- Energy relative to the best compared isomer or geometry (same formula, charge and spin): 75.7 kcal/mol
- Lowest unoccupied orbital energy: 0.74 eV
- E_HOMO: -8.540 eV
- Net charge: 0
- E: -680.8617 a.u.
- HOMO-LUMO gap: 0.34087 Eh

Element x y z (Å)
H -0.532 -0.358 -2.725
H 2.809 0.034 -1.371
C 1.052 -0.744 0.354
H -1.098 -0.696 -1.268
H 2.084 -0.955 0.519
H -1.946 1.571 2.840
S 0.601 0.877 1.242
N -0.217 -0.516 -1.678
C 0.946 -0.306 -1.196
H 0.434 -1.633 0.578
N 1.921 0.305 -1.858
C -2.013 1.037 1.764
N -1.056 0.476 1.180
H -2.986 0.910 1.620

Let us look at the Mulliken charges, expressed in e, one per atom: atom 1 (H): 0.297, atom 2 (H): 0.217, atom 3 (C): -0.774, atom 4 (H): 0.212, atom 5 (H): 0.424, atom 6 (H): 0.153, atom 7 (S): -0.019, atom 8 (N): -0.381, atom 9 (C): 0.567, atom 10 (H): 0.331, atom 11 (N): -0.791, atom 12 (C): -0.272, atom 13 (N): -0.268, atom 14 (H): 0.305

2.
# C2H4I2S

C2H4I2S as an isolated structure at a distorted geometry (wB97M-V/def2-TZVPD, OMol25).

Properties
- F_max: 0.066 Eh/bohr
- Energy relative to the best compared isomer or geometry (same formula, charge and spin): 29.6 kcal/mol
- Lowest unoccupied orbital energy: -0.57 eV
- E_HOMO: -9.039 eV
- Net charge: 0
- E: -1072.1003 a.u.
- HOMO-LUMO gap: 0.31133 Eh

Element x y z (Å)
C 1.737 0.086 0.157
S -1.708 0.377 1.135
I 3.862 0.463 -0.176
H -1.857 0.088 -1.292
H 1.225 0.544 -0.815
C -2.410 0.093 -0.259
I 1.112 -1.981 0.367
H -3.343 -0.350 -0.252
H 1.382 0.680 1.135

Let us look at the Mulliken charges, expressed in e, one per atom: atom 1 (C): -0.779, atom 2 (S): -0.176, atom 3 (I): 0.042, atom 4 (H): 0.192, atom 5 (H): 0.307, atom 6 (C): -0.285, atom 7 (I): 0.079, atom 8 (H): 0.283, atom 9 (H): 0.337